{"formula": "C76H152O19", "method": "ωB97M-V/def2-TZVPD", "spin_multiplicity": 1, "homo_energy_ha": -0.339, "total_charge": 0, "fmax_ev_per_a": 3.20, "energy_ev": -120168.7258, "symbols": ["C", "C", "C", "O", "C", "H", "H", "H", "H", "H", "H", "H", "H", "C", "C", "C", "O", "C", "H", "H", "H", "H", "H", "H", "H", "H", "C", "C", "C", "O", "C", "H", "H", "H", "H", "H", "H", "H", "H", "C", "C", "C", "O", "C", "H", "H", "H", "H", "H", "H", "H", "H", "C", "C", "C", "O", "C", "H", "H", "H", "H", "H", "H", "H", "H", "C", "C", "C", "O", "C", "H", "H", "H", "H", "H", "H", "H", "H", "C", "C", "C", "O", "C", "H", "H", "H", "H", "H", "H", "H", "H", "C", "C", "C", "O", "C", "H", "H", "H", "H", "H", "H", "H", "H", "C", "C", "C", "O", "C", "H", "H", "H", "H", "H", "H", "H", "H", "C", "C", "C", "O", "C", "H", "H", "H", "H", "H", "H", "H", "H", "C", "C", "C", "O", "C", "H", "H", "H", "H", "H", "H", "H", "H", "C", "C", "C", "O", "C", "H", "H", "H", "H", "H", "H", "H", "H", "C", "C", "C", "O", "C", "H", "H", "H", "H", "H", "H", "H", "H", "C", "C", "C", "O", "C", "H", "H", "H", "H", "H", "H", "H", "H", "C", "C", "C", "O", "C", "H", "H", "H", "H", "H", "H", "H", "H", "C", "C", "C", "O", "C", "H", "H", "H", "H", "H", "H", "H", "H", "C", "C", "C", "O", "C", "H", "H", "H", "H", "H", "H", "H", "H", "C", "C", "C", "O", "C", "H", "H", "H", "H", "H", "H", "H", "H", "C", "C", "C", "O", "C", "H", "H", "H", "H", "H", "H", "H", "H"], "coordinates": [[-2.56, -1.86, 3.76], [-2.94, -1.46, 5.14], [-1.73, -0.56, 5.57], [-0.62, -1.13, 4.90], [-1.06, -2.09, 3.94], [-2.72, -1.13, 2.96], [-2.97, -2.84, 3.50], [-3.12, -2.28, 5.84], [-3.80, -0.80, 5.20], [-1.59, -0.58, 6.65], [-1.91, 0.46, 5.23], [-0.91, -3.13, 4.25], [-0.53, -1.86, 3.01], [5.34, 0.17, 0.56], [5.03, -0.99, 1.51], [4.46, -2.03, 0.53], [3.78, -1.26, -0.48], [4.59, -0.09, -0.77], [6.41, 0.32, 0.46], [4.96, 1.11, 0.96], [4.24, -0.60, 2.15], [5.90, -1.33, 2.08], [3.84, -2.63, 1.19], [5.18, -2.67, 0.02], [4.03, 0.78, -1.14], [5.31, -0.31, -1.56], [-5.44, -1.28, 1.61], [-6.21, -0.32, 2.47], [-7.43, -1.17, 2.87], [-7.69, -1.92, 1.71], [-6.54, -2.13, 0.92], [-4.77, -1.88, 2.22], [-4.87, -0.76, 0.84], [-6.55, 0.58, 1.97], [-5.63, 0.04, 3.32], [-8.27, -0.52, 3.08], [-7.11, -1.79, 3.72], [-6.75, -1.77, -0.09], [-6.25, -3.18, 0.93], [0.53, -0.26, 0.21], [-0.95, -0.30, 0.43], [-1.51, 0.27, -0.89], [-0.66, -0.46, -1.80], [0.69, -0.47, -1.26], [1.04, -0.99, 0.83], [0.96, 0.71, 0.47], [-1.19, 0.20, 1.37], [-1.22, -1.35, 0.55], [-1.40, 1.35, -1.03], [-2.55, 0.01, -1.09], [1.31, 0.33, -1.66], [1.13, -1.46, -1.44], [1.71, 1.91, 3.07], [1.81, 3.03, 2.02], [1.46, 4.21, 2.92], [2.11, 3.93, 4.15], [2.22, 2.48, 4.39], [2.33, 1.09, 2.70], [0.67, 1.57, 3.11], [1.16, 2.86, 1.16], [2.82, 3.17, 1.63], [0.38, 4.26, 3.06], [1.83, 5.14, 2.48], [1.58, 2.18, 5.22], [3.27, 2.32, 4.65], [-0.18, 1.34, -4.52], [0.77, 0.84, -5.61], [-0.06, 0.33, -6.77], [-1.38, 0.90, -6.46], [-1.52, 0.80, -5.03], [-0.20, 2.43, -4.60], [0.06, 0.89, -3.56], [1.37, 0.02, -5.19], [1.47, 1.64, -5.82], [-0.24, -0.75, -6.80], [0.31, 0.69, -7.73], [-1.67, -0.23, -4.71], [-2.47, 1.26, -4.78], [2.67, 3.93, -3.87], [3.71, 4.94, -3.39], [4.50, 4.20, -2.35], [4.05, 2.87, -2.32], [2.70, 2.83, -2.83], [2.98, 3.51, -4.83], [1.68, 4.37, -3.99], [3.19, 5.81, -3.00], [4.28, 5.40, -4.20], [4.42, 4.62, -1.35], [5.57, 4.20, -2.58], [2.07, 3.04, -1.96], [2.35, 1.91, -3.29], [-5.99, -5.39, 3.32], [-4.70, -5.48, 2.56], [-3.66, -5.96, 3.63], [-4.36, -6.04, 4.86], [-5.47, -5.15, 4.72], [-6.56, -6.31, 3.24], [-6.64, -4.58, 3.00], [-4.42, -4.54, 2.09], [-4.79, -6.20, 1.74], [-2.86, -5.21, 3.70], [-3.18, -6.89, 3.32], [-5.12, -4.13, 4.91], [-6.19, -5.37, 5.50], [2.59, -2.34, -3.67], [3.44, -2.53, -4.90], [2.77, -3.80, -5.46], [1.39, -3.53, -5.37], [1.20, -2.84, -4.11], [2.46, -1.32, -3.31], [3.02, -2.96, -2.88], [4.50, -2.64, -4.68], [3.27, -1.67, -5.55], [2.96, -4.69, -4.86], [3.05, -4.01, -6.49], [0.76, -3.54, -3.39], [0.48, -2.03, -4.26], [7.61, -3.19, -1.83], [8.63, -4.32, -1.96], [7.73, -5.55, -1.79], [6.38, -5.10, -2.13], [6.37, -3.74, -2.54], [7.96, -2.22, -2.19], [7.42, -3.06, -0.76], [9.47, -4.31, -1.27], [8.95, -4.26, -3.00], [7.79, -5.82, -0.74], [8.00, -6.38, -2.44], [5.48, -3.19, -2.23], [6.38, -3.67, -3.63], [-4.35, 3.31, 2.28], [-3.57, 3.97, 1.17], [-2.14, 3.64, 1.45], [-2.19, 2.64, 2.51], [-3.31, 2.95, 3.29], [-4.76, 2.37, 1.90], [-5.15, 3.87, 2.74], [-3.67, 5.04, 1.38], [-3.84, 3.78, 0.13], [-1.48, 4.46, 1.74], [-1.66, 3.24, 0.56], [-3.10, 3.75, 4.00], [-3.58, 2.08, 3.89], [0.59, 6.51, -1.60], [1.74, 7.06, -0.84], [1.14, 7.38, 0.52], [0.19, 6.34, 0.65], [-0.07, 5.60, -0.54], [0.94, 5.98, -2.49], [-0.09, 7.30, -1.90], [2.09, 8.01, -1.26], [2.58, 6.39, -0.73], [0.78, 8.39, 0.72], [1.92, 7.26, 1.27], [-1.12, 5.62, -0.84], [0.36, 4.60, -0.50], [-3.91, 4.22, -3.92], [-4.99, 5.09, -3.47], [-4.22, 6.13, -2.64], [-3.16, 5.46, -2.06], [-2.74, 4.42, -3.00], [-3.63, 4.64, -4.89], [-4.22, 3.17, -3.95], [-5.80, 4.58, -2.95], [-5.46, 5.59, -4.32], [-4.85, 6.59, -1.88], [-3.79, 6.87, -3.31], [-2.40, 3.53, -2.47], [-1.93, 4.79, -3.64], [-3.49, -4.89, -2.60], [-3.28, -3.41, -2.90], [-3.58, -2.80, -1.55], [-4.57, -3.61, -1.00], [-4.68, -4.85, -1.71], [-2.61, -5.24, -2.06], [-3.61, -5.53, -3.47], [-3.93, -3.00, -3.67], [-2.22, -3.27, -3.12], [-3.93, -1.78, -1.73], [-2.66, -2.81, -0.97], [-5.56, -4.76, -2.35], [-4.60, -5.69, -1.01], [4.64, -1.96, 4.56], [3.25, -1.35, 4.54], [2.39, -2.35, 5.28], [3.30, -3.24, 5.98], [4.61, -2.74, 5.84], [5.40, -1.19, 4.48], [4.73, -2.73, 3.79], [2.83, -1.18, 3.55], [3.32, -0.41, 5.09], [1.74, -2.87, 4.57], [1.73, -1.81, 5.96], [5.40, -3.47, 5.99], [4.78, -2.06, 6.67], [-0.14, -4.89, -0.16], [1.31, -4.70, 0.19], [1.35, -4.32, 1.67], [0.04, -4.54, 2.12], [-0.79, -5.20, 1.13], [-0.29, -5.68, -0.89], [-0.65, -4.06, -0.63], [1.88, -4.00, -0.41], [1.88, -5.63, 0.08], [1.59, -3.26, 1.71], [2.12, -4.82, 2.26], [-1.82, -4.85, 1.14], [-0.78, -6.27, 1.30], [-6.52, 1.31, -1.94], [-6.54, 0.09, -2.82], [-5.28, 0.25, -3.63], [-4.32, 0.71, -2.67], [-4.99, 1.41, -1.64], [-7.13, 1.18, -1.05], [-6.84, 2.22, -2.46], [-7.47, -0.02, -3.37], [-6.43, -0.81, -2.22], [-5.34, 0.97, -4.44], [-4.95, -0.70, -4.05], [-4.67, 2.46, -1.64], [-4.97, 0.96, -0.65], [6.46, -0.05, -4.17], [7.01, 1.29, -4.26], [6.25, 1.84, -5.44], [6.16, 0.77, -6.27], [6.38, -0.47, -5.60], [5.44, -0.03, -3.80], [6.96, -0.77, -3.51], [8.07, 1.42, -4.43], [6.84, 1.84, -3.33], [6.84, 2.61, -5.93], [5.27, 2.21, -5.13], [7.29, -0.92, -6.00], [5.52, -1.12, -5.78], [-1.65, 2.32, 7.72], [-1.30, 3.15, 6.50], [-0.14, 3.98, 6.97], [0.54, 3.17, 7.96], [-0.27, 1.96, 8.25], [-2.30, 1.51, 7.39], [-2.15, 2.93, 8.48], [-2.11, 3.76, 6.10], [-0.93, 2.48, 5.72], [-0.56, 4.88, 7.42], [0.42, 4.24, 6.08], [-0.32, 1.79, 9.33], [0.19, 1.11, 7.74]]}